(one)
# C4H4

A 2-piece molecular cluster, C4H4 overall (ωB97M-V/def2-TZVPD, OMol25).

Geometry (Å):
C (0.225, 1.864, -2.870)
C (0.022, 1.038, -2.065)
C (-0.574, -0.539, -0.174)
C (0.221, -0.426, 1.019)
H (-1.411, -1.204, -0.028)
H (1.171, -0.039, 0.896)
H (0.484, -1.221, 1.791)
H (-0.138, 0.528, 1.432)

* frontier orbital gap (spin up / spin down): 8.2 / 7.2 eV
* highest occupied orbital energy (spin up / spin down): -9.80 / -9.09 eV

(two)
# C4H4

C4H4 as an isolated structure (ωB97M-V/def2-TZVPD, OMol25).

Geometry (Å):
C (-1.113, 0.878, 0.140)
C (-0.784, -1.046, 0.019)
C (0.027, 0.004, 0.133)
C (1.403, -0.021, 0.024)
H (-1.523, 1.475, -0.630)
H (-1.746, -1.326, 0.185)
H (1.832, -0.818, 0.449)
H (1.903, 0.855, -0.320)

* frontier orbital gap (spin up / spin down): 7.8 / 7.6 eV
* highest occupied orbital energy (spin up / spin down): -8.50 / -8.34 eV

(two) is the most stable structure; the next one sits 427.1 kJ/mol above it.

(one)
# C2H3N3O2S

A 2-piece molecular cluster, C2H3N3O2S overall (ωB97M-V/def2-TZVPD, OMol25).

Geometry (Å):
C (0.786, 1.057, -0.348)
C (1.239, -0.306, -0.654)
N (-2.645, -0.566, 0.069)
N (-0.857, -1.491, 1.142)
N (-1.649, -0.940, 0.551)
O (0.094, 1.666, -1.124)
O (1.118, 1.452, 0.919)
S (2.455, -1.066, 0.075)
H (0.585, -0.708, -1.487)
H (-2.530, 0.211, -0.580)
H (1.405, 0.692, 1.437)

* frontier orbital gap (spin up / spin down): 8.1 / 8.1 eV
* highest occupied orbital energy (spin up / spin down): -9.92 / -9.92 eV

(two)
# C2H3N3O2S

One molecule with the formula C2H3N3O2S (ωB97M-V/def2-TZVPD, OMol25).

Geometry (Å):
H (3.027, -0.271, -0.068)
N (2.238, 0.371, -0.009)
C (1.112, -0.194, 0.036)
O (0.733, -1.494, 0.016)
N (-0.691, -1.598, 0.013)
C (-1.095, -0.366, 0.037)
S (-2.763, 0.174, 0.006)
N (-0.071, 0.508, 0.126)
O (-0.105, 1.870, 0.008)
H (-3.235, -1.067, -0.058)
H (0.849, 2.067, -0.108)

* frontier orbital gap: 9.6 eV
* highest occupied orbital energy: -9.00 eV
* SMILES: [H]/N=c1\onc(S)n1O

(one) is the most stable structure; the next one sits 34.2 kJ/mol above it.

(one)
# C4H13NO2

A 3-piece molecular cluster, C4H13NO2 overall (ωB97M-V/def2-TZVPD, OMol25).

Geometry (Å):
C (0.489, 0.008, -2.234)
C (-0.242, 0.509, -1.028)
C (-1.513, 1.008, -1.150)
C (1.791, -0.348, 0.311)
N (0.563, 0.551, 0.180)
H (-0.235, -0.088, -3.128)
H (0.645, -1.120, -2.082)
H (1.461, 0.535, -2.492)
H (-1.944, 0.752, -2.175)
H (-1.971, 1.763, -0.589)
H (2.478, -0.166, -0.515)
H (1.573, -1.364, 0.219)
H (2.163, -0.266, 1.292)
H (0.158, 0.984, 1.089)
H (-0.869, -0.136, 2.666)
H (0.230, 0.616, 3.542)
O (-0.479, 0.769, 2.860)
H (-1.337, -0.694, 0.570)
H (-1.282, -2.084, 1.284)
O (-1.680, -1.229, 1.380)

* net charge: -1
* frontier orbital gap (spin up / spin down): 2.8 / 8.1 eV
* expectation value of S²: 0.750
* highest occupied orbital energy (spin up / spin down): 0.99 / -4.44 eV
* spin multiplicity: 2

(two)
# C4H13NO2

C4H13NO2 as an isolated structure (ωB97M-V/def2-TZVPD, OMol25).

Geometry (Å):
N (2.772, -1.983, -0.869)
C (0.343, -1.776, -0.127)
C (-0.994, 1.419, 1.886)
C (-0.733, 0.043, 1.263)
C (0.245, -0.383, 0.383)
H (1.515, -1.993, -0.313)
H (2.940, -2.947, -1.010)
H (-0.220, -2.548, 0.435)
H (-0.014, -1.838, -1.168)
H (-1.943, 1.750, 1.437)
H (-1.089, 1.290, 2.961)
H (-0.257, 2.164, 1.556)
H (-1.419, -0.713, 1.638)
H (1.003, 0.286, -0.082)
H (-2.421, 1.234, -2.448)
H (-1.180, 1.444, -1.298)
O (-2.035, 0.832, -1.658)
H (3.552, -1.571, -0.372)
H (0.057, 3.017, -1.412)
O (-0.119, 2.275, -0.803)

* net charge: -1
* frontier orbital gap (spin up / spin down): 7.7 / 5.9 eV
* expectation value of S²: 0.762
* highest occupied orbital energy (spin up / spin down): -3.69 / -3.69 eV
* spin multiplicity: 2

(one) is the most stable structure; the next one sits 78.2 kJ/mol above it.